[1]
{"formula": "C3H3N3O", "method": "wB97M-V/def2-TZVPD", "smiles": "[H]/N=C1\\C=NC(=O)N1", "species": ["C", "C", "C", "H", "H", "H", "N", "N", "N", "O"], "positions_angstrom": [[-1.123, -0.237, -0.085], [1.184, -0.153, 0.093], [-0.548, 1.266, -0.045], [-2.918, 0.207, -0.104], [0.146, -1.871, 0.114], [-1.363, 2.106, -0.154], [-2.379, -0.622, -0.084], [0.054, -0.920, 0.253], [0.715, 1.292, 0.138], [2.291, -0.494, -0.223]]}

=====

[2]
{"formula": "C3H3N3O", "method": "wB97M-V/def2-TZVPD", "species": ["N", "C", "N", "N", "O", "C", "C", "H", "H", "H"], "positions_angstrom": [[2.142, -0.463, 0.175], [0.925, -0.628, 0.004], [0.015, 2.680, -0.324], [-0.904, 2.668, 0.297], [-0.538, 0.314, -0.702], [-1.247, -0.575, -0.065], [-0.230, -1.249, 0.529], [2.545, 0.093, -0.565], [-2.324, -0.728, -0.356], [-0.397, -2.131, 1.033]]}

=====

[3]
{"formula": "C3H3N3O2", "method": "wB97M-V/def2-TZVPD", "smiles": "O=CN1C=NN=CO1", "species": ["C", "C", "C", "H", "H", "H", "N", "N", "N", "O", "O"], "positions_angstrom": [[-0.165, 1.649, -0.894], [1.246, -1.304, 0.396], [-1.196, -0.310, 0.371], [0.896, 2.078, -1.125], [2.377, -1.397, 0.595], [-2.268, 0.182, 0.311], [-0.147, 0.296, -0.389], [0.359, -1.843, 1.095], [-1.065, -1.355, 1.159], [-1.125, 2.250, -0.959], [1.088, -0.246, -0.560]]}

=====

[4]
{"formula": "C3H3N3O2", "method": "wB97M-V/def2-TZVPD", "smiles": "[H]/N=c1/nnc(O)co1", "species": ["C", "C", "C", "H", "H", "H", "N", "N", "N", "O", "O"], "positions_angstrom": [[-0.765, 0.369, 0.972], [-0.954, -0.354, -0.192], [1.304, -0.145, -0.797], [-2.425, 0.440, 1.580], [-1.983, -0.580, -0.446], [2.036, -0.504, -2.346], [2.338, -0.106, -1.502], [1.456, 0.400, 0.563], [0.589, 0.524, 1.376], [-1.604, 0.753, 1.907], [0.009, -0.797, -1.116]]}

=====

Which energy relative to the best compared isomer or geometry (same formula, charge and spin) belongs to each record? In order, 1.098; 3.298; 5.837; 4.878 eV.
Which Kohn-Sham gap belongs to each record? In order, 9.705; 8.514; 9.322; 8.690 eV.